1.
A 5-piece molecular cluster, C24H51BNO12 overall in a non-equilibrium geometry, computed with ωB97M-V/def2-TZVPD.

Geometry as XYZ:
```
89
Properties=species:S:1:pos:R:3:forces:R:3:mulliken_charge:R:1
C 1.4018 0.3867 -4.6278 0.3 -0.6 0.7 -0.986
C 1.8478 -0.4856 -3.3975 -0.5 0.8 -1.9 -0.135
O 1.0366 -0.1214 -2.2997 1.1 -0.4 0.0 -0.270
C 1.7420 -0.1004 -1.0540 -0.1 -0.1 0.8 -0.222
C 1.2216 -1.2683 -0.1651 -0.9 0.5 -0.7 -0.271
O 1.3623 -1.0755 1.2145 0.2 0.4 -0.4 -0.521
C 2.7029 -0.6566 1.5717 0.2 -0.2 0.5 -0.731
B 3.9415 -1.6874 1.1950 0.7 0.6 1.7 1.598
C 3.6522 -3.2945 1.1494 0.2 -0.1 -0.5 -0.515
N 3.0466 -3.7946 2.4375 0.0 -0.5 -0.7 -0.635
O 4.8171 -1.0764 0.1472 0.7 0.2 -0.9 -0.638
C 5.9273 -0.4346 0.7146 0.4 0.5 2.2 -0.407
C 5.6498 -0.4205 2.3045 -1.0 -1.5 -1.9 -0.488
O 4.8436 -1.5742 2.3913 0.3 0.1 1.0 -0.742
H 1.3482 1.4343 -4.2806 0.1 -0.4 -0.4 0.310
H 0.4209 0.0764 -5.0226 0.5 0.1 0.3 0.107
H 2.1612 0.2493 -5.4194 -0.4 0.3 0.2 0.362
H 1.7280 -1.5410 -3.7146 0.0 0.2 0.6 0.216
H 2.9236 -0.2837 -3.2530 -0.4 -0.1 0.4 0.279
H 2.8388 -0.2064 -1.1471 -0.4 0.1 -0.3 0.207
H 1.5655 0.8987 -0.6027 -0.1 -0.6 0.0 0.139
H 0.1294 -1.3447 -0.3604 0.5 0.0 0.1 0.423
H 1.6613 -2.2099 -0.5545 0.1 0.3 0.4 -0.003
H 2.9427 0.3791 1.2139 -0.5 -0.5 -0.1 0.104
H 2.6982 -0.5716 2.6806 -0.2 -0.2 -0.6 0.151
H 4.6540 -3.7853 1.0853 -0.5 0.4 -0.1 0.066
H 3.0857 -3.6518 0.2581 0.2 0.1 0.4 0.278
H 2.0498 -3.9410 2.2899 0.0 0.3 0.1 0.201
H 3.4069 -4.7427 2.5321 -0.1 0.1 0.3 0.236
H 6.9077 -0.9494 0.5886 -0.5 0.0 -0.5 0.234
H 6.0529 0.6386 0.4665 -0.2 -0.5 -0.7 0.303
H 6.5061 -0.6394 2.9608 0.0 0.9 -0.3 0.199
H 5.0724 0.5095 2.5198 0.5 -0.3 0.4 0.221
O -1.1195 -0.2115 -6.6816 0.0 -0.1 -0.1 -0.564
C -2.1547 0.3550 -6.4659 0.0 -0.1 -0.2 0.845
O -2.7326 0.2105 -5.2661 0.1 -0.1 0.5 -0.371
C -3.8687 0.9586 -4.8226 -0.2 0.0 -0.1 -0.230
C -5.1660 0.3506 -5.3109 -0.1 -0.1 -0.1 -0.975
C -2.8485 1.1532 -7.5368 0.0 0.6 0.0 -1.116
H -3.7702 2.0105 -5.0958 0.0 0.0 -0.1 0.327
H -3.8391 0.9175 -3.7346 0.2 -0.1 0.0 0.190
H -5.2339 0.3505 -6.3996 0.0 0.1 0.0 0.310
H -6.0182 0.9060 -4.9137 0.0 0.0 0.0 0.314
H -5.2439 -0.6889 -4.9881 0.0 0.0 0.1 0.306
H -3.3948 0.4712 -8.1880 0.0 0.0 0.0 0.269
H -2.0912 1.6754 -8.1191 0.0 -0.2 -0.1 0.301
H -3.5287 1.9115 -7.1554 -0.1 -0.1 0.0 0.368
O -7.6127 2.5398 -2.6957 0.1 0.1 -0.1 -0.590
C -7.1912 2.1577 -1.6373 -0.1 -0.3 -0.1 0.823
O -5.9831 2.5709 -1.2272 0.2 0.5 -0.1 -0.418
C -5.4503 2.3037 0.0760 0.1 -0.3 0.2 -0.234
C -4.8088 0.9334 0.1370 0.0 -0.1 -0.1 -0.992
C -7.9532 1.1598 -0.8085 -0.3 0.2 0.5 -0.952
H -6.2136 2.4460 0.8444 -0.1 -0.1 -0.1 0.287
H -4.6884 3.0639 0.2500 -0.1 0.1 -0.2 0.304
H -5.5311 0.1389 -0.0528 0.0 0.0 0.1 0.245
H -4.3611 0.7622 1.1173 0.0 0.0 0.0 0.365
H -4.0305 0.8439 -0.6220 0.0 0.1 0.1 0.294
H -7.7762 0.1609 -1.2069 0.0 0.0 0.0 0.236
H -9.0141 1.3922 -0.8823 0.0 -0.1 -0.2 0.318
H -7.7022 1.1768 0.2497 0.1 -0.1 0.0 0.319
O 8.8581 -1.5467 4.0123 0.3 0.0 0.0 -0.579
C 8.8339 -2.6443 3.5261 -0.7 0.1 0.0 0.739
O 9.9490 -3.1253 2.9425 0.7 0.0 0.1 -0.378
C 10.0750 -4.4693 2.4780 -0.1 0.0 -0.2 -0.413
C 9.4839 -4.6309 1.0930 -0.1 0.0 -0.1 -0.815
C 7.5710 -3.4581 3.4809 0.0 -0.4 0.3 -0.744
H 9.6510 -5.1705 3.1992 -0.1 0.0 0.0 0.361
H 11.1460 -4.6708 2.4413 0.0 0.2 0.1 0.302
H 8.4152 -4.4160 1.0806 0.0 -0.1 0.0 0.165
H 9.6335 -5.6493 0.7281 0.0 0.0 0.0 0.346
H 9.9558 -3.9369 0.3961 0.1 0.0 0.0 0.290
H 6.9496 -3.1154 2.6485 -0.1 0.1 0.1 0.015
H 7.0284 -3.3055 4.4115 -0.1 0.3 -0.2 0.314
H 7.7399 -4.5301 3.3912 0.0 0.0 -0.2 0.343
O -8.5705 2.6506 4.5121 -0.1 0.0 -0.2 -0.568
C -7.6480 3.4166 4.5457 0.0 -0.2 0.3 0.735
O -7.0085 3.7244 3.4058 -0.1 0.1 -0.6 -0.368
C -6.0065 4.7431 3.3027 0.3 0.0 0.1 -0.502
C -4.6486 4.2178 3.7194 0.1 -0.1 0.1 -0.891
C -7.1452 3.9727 5.8502 -0.1 0.6 0.1 -0.927
H -6.2982 5.6373 3.8563 0.0 -0.1 0.1 0.416
H -5.9752 5.0263 2.2508 -0.2 -0.1 0.0 0.333
H -4.6381 3.9015 4.7627 0.0 0.1 0.0 0.309
H -3.8832 4.9840 3.5860 0.0 0.0 0.0 0.364
H -4.3782 3.3465 3.1208 0.0 0.1 -0.1 0.220
H -6.5068 3.2301 6.3283 0.0 0.0 0.0 0.255
H -8.0026 4.1733 6.4900 0.0 -0.2 0.0 0.304
H -6.6004 4.9092 5.7538 0.2 -0.1 0.0 0.322
```
Positions in Å, forces in eV/Å.

Its spin multiplicity is 1. The HOMO-LUMO gap comes out at 5.764 eV. Its LUMO energy is 1.8 eV. As for the highest occupied orbital energy: -4.00 eV. As for the total energy: -52452.365 eV. As for the charge: -1.

***

2.
A 3-piece molecular cluster, C24H51N4O5 overall in a non-equilibrium geometry, computed with ωB97M-V/def2-TZVPD.

Geometry as XYZ:
```
84
Properties=species:S:1:pos:R:3:forces:R:3:mulliken_charge:R:1
C 4.7191 -2.5111 -0.3258 0.0 -0.7 -0.3 -0.002
C 3.9796 -2.9969 -1.1732 -1.0 0.9 0.4 -0.443
C 2.7483 -3.3510 -2.0883 1.4 0.1 0.4 -0.602
C 1.9076 -2.0623 -2.5013 0.3 0.1 -0.1 -0.435
C 1.6173 -1.1098 -1.2254 0.2 -1.0 0.2 -0.777
N 1.1163 -1.8798 -0.0765 -1.0 1.5 -0.4 -0.180
C -0.3271 -1.6457 0.1491 1.5 -1.2 0.2 -0.593
C -1.1549 -2.7448 -0.6793 -1.2 0.3 0.4 -0.445
C -2.5643 -2.2645 -1.2533 0.1 -1.0 -0.1 -0.543
C -2.4934 -1.3231 -2.5289 -1.2 -0.6 0.8 -0.839
N -1.5748 -0.1501 -2.4136 -1.6 0.6 -0.8 0.728
C -1.0941 0.2018 -3.7828 0.8 0.0 -0.6 -1.168
C -2.1977 0.9922 -1.8013 0.6 1.2 -1.1 0.378
C -2.9329 0.9965 -0.4118 -0.4 0.5 0.0 -0.686
O -2.1114 2.0806 -2.4038 -0.2 -1.7 1.4 -0.640
H 5.3945 -2.1944 0.5080 -1.1 -0.5 -1.5 0.292
H 3.1806 -3.8973 -2.9913 -0.7 0.7 1.0 0.460
H 2.0890 -4.0692 -1.5116 0.8 1.0 -0.5 0.171
H 0.9367 -2.4383 -2.9507 0.9 0.4 0.6 0.079
H 2.4369 -1.4917 -3.3415 -0.4 -0.7 1.0 0.365
H 0.9185 -0.2952 -1.5958 0.7 -0.5 0.4 0.146
H 2.6198 -0.6493 -0.9157 -1.0 -0.3 -0.8 0.347
H -0.4987 -1.8465 1.2662 -0.2 0.2 -1.3 0.290
H -0.6552 -0.5742 -0.0301 0.1 -1.0 -0.1 0.086
H -1.3682 -3.5959 0.0533 0.3 0.9 -1.0 0.278
H -0.5266 -3.1750 -1.5123 -0.6 0.7 0.9 0.033
H -3.2008 -1.8344 -0.4137 0.9 -0.3 -1.1 0.173
H -3.1167 -3.2103 -1.5837 0.5 1.2 0.3 0.371
H -2.2344 -1.9232 -3.4600 0.0 0.7 1.4 0.497
H -3.5480 -0.9235 -2.7223 1.1 -0.6 0.1 0.195
H -1.9419 0.5581 -4.4600 1.0 -0.1 0.9 0.347
H -0.2647 0.9672 -3.6951 -1.2 -0.8 -0.2 0.316
H -0.6471 -0.7048 -4.3078 -0.5 0.9 1.1 0.351
H -3.5235 1.9698 -0.3733 0.8 -1.2 -0.3 0.085
H -2.2076 1.0628 0.4631 -0.8 -0.5 -1.3 0.251
H -3.6879 0.1722 -0.2700 1.1 0.7 -0.1 0.259
C -1.8332 9.7420 -1.5052 -0.3 -0.1 0.0 -0.715
O -2.7479 9.1739 -2.4269 0.4 0.1 0.1 -0.342
C -2.1197 8.3536 -3.4135 -0.5 -0.3 -0.3 -0.795
C -2.4847 6.8884 -3.2087 0.3 0.2 0.4 -0.172
N -1.8565 6.3470 -2.0047 -0.2 0.1 -0.2 -0.274
C -2.3643 5.0255 -1.6186 0.1 0.3 0.1 -0.620
C -3.8365 4.9348 -1.2035 0.3 -0.4 0.1 -0.246
O -4.1433 5.6182 0.0088 -0.2 0.2 -0.3 -0.434
C -4.4346 6.9961 -0.1460 0.1 -0.2 0.4 -0.522
H -2.3771 10.4617 -0.8912 0.0 -0.1 -0.1 0.234
H -1.4162 8.9762 -0.8446 0.2 0.1 0.0 0.308
H -1.0253 10.2671 -2.0231 0.1 0.0 0.0 0.336
H -1.0342 8.4972 -3.4368 0.0 0.0 0.2 0.408
H -2.5137 8.6755 -4.3828 0.0 0.0 0.0 0.387
H -2.1531 6.3087 -4.0761 0.0 0.0 0.0 0.366
H -3.5774 6.8226 -3.1479 -0.1 0.1 -0.2 0.163
H -2.0164 6.9863 -1.2357 0.0 0.0 -0.1 0.114
H -1.7550 4.6953 -0.7726 -0.1 -0.1 -0.1 0.320
H -2.1756 4.3215 -2.4309 -0.1 0.1 0.1 0.414
H -4.0457 3.8796 -1.0063 0.0 0.1 0.0 0.034
H -4.5229 5.2304 -2.0048 0.0 0.2 0.0 0.279
H -4.9035 7.2182 -1.1085 0.1 0.0 0.0 0.267
H -3.5267 7.5910 -0.0197 -0.1 0.2 -0.2 0.160
H -5.1252 7.2875 0.6482 0.0 -0.1 0.0 0.296
C 2.7313 -3.3219 2.0345 0.0 -0.3 -0.2 -0.843
O 3.9236 -4.0260 2.3923 0.0 0.2 0.6 -0.271
C 4.5592 -3.5064 3.5523 0.2 -0.5 -0.3 -0.772
C 4.4557 -4.4953 4.7076 -0.4 0.2 -0.1 -0.276
N 3.0818 -4.5929 5.2007 0.3 -0.2 0.1 -0.307
C 2.8697 -5.7005 6.1314 -0.2 0.2 -0.3 -0.672
C 3.0472 -7.1228 5.5848 -0.3 -0.1 0.4 -0.482
O 2.0743 -7.4969 4.6199 0.4 0.0 0.0 -0.428
C 2.3827 -7.1125 3.2862 -0.4 0.0 0.0 -0.516
H 2.3993 -3.6863 1.0649 0.1 0.2 0.1 -0.013
H 1.9333 -3.5111 2.7616 -0.1 0.1 0.1 0.333
H 2.9143 -2.2495 1.9540 -0.1 -0.1 -0.1 0.544
H 4.1690 -2.5211 3.8300 -0.2 -0.1 0.0 0.390
H 5.6185 -3.3803 3.2995 0.1 0.0 0.1 0.385
H 5.1068 -4.1679 5.5259 0.0 0.0 0.0 0.394
H 4.8166 -5.4657 4.3477 0.2 0.0 -0.1 0.176
H 2.4582 -4.7165 4.4118 0.1 0.1 0.0 0.038
H 1.8417 -5.6068 6.4952 0.0 -0.1 0.0 0.371
H 3.5226 -5.5637 7.0006 0.1 0.0 -0.1 0.400
H 2.9041 -7.8089 6.4278 0.0 0.0 0.0 0.341
H 4.0608 -7.3119 5.2149 0.0 0.1 -0.2 0.352
H 3.4587 -7.0960 3.0949 0.0 0.1 0.1 0.263
H 1.9428 -6.1390 3.0620 0.2 0.1 -0.2 0.184
H 1.9245 -7.8375 2.6110 0.0 0.0 0.1 0.302
```
Positions in Å, forces in eV/Å.

Its spin multiplicity is 1. The HOMO-LUMO gap comes out at 4.181 eV. Its LUMO energy is 2.4 eV. As for the highest occupied orbital energy: -1.83 eV. As for the total energy: -41905.724 eV. The value obtained for the energy relative to the best compared isomer or geometry (same formula, charge and spin) is 40.0 kcal per mole. As for the charge: -1.